# 1
Computed, not measured: a molecular structure, C18H48O20S6V, with ωB97M-V with the def2-TZVPD basis set.

```
93
Properties=species:S:1:pos:R:3:forces:R:3:mulliken_charge:R:1
O 0.776811 -2.261710 -0.406097 -0.7 2.2 0.0 -0.3547
V 0.083291 -0.832250 -0.143177 2.0 -1.1 -2.1 1.5282
O 0.583791 0.113310 -1.338367 -0.8 -1.2 1.9 -0.2419
O -2.233279 0.177370 2.971583 -0.7 1.9 -3.3 -0.5723
S -2.301499 0.976580 1.727103 -1.4 0.2 1.4 0.8337
O -1.340269 0.751520 0.656763 0.2 -0.4 0.5 -0.3783
O -3.780939 0.868250 1.037323 1.7 -0.4 1.1 -0.2733
C -3.974159 1.548870 -0.244677 -0.7 -0.1 -0.5 0.2347
C -5.346789 1.078520 -0.728907 -0.2 -0.3 0.2 -1.3304
C -2.305439 2.781840 2.075003 -0.1 -0.7 -0.1 -1.2421
H -3.163079 1.296440 -0.927707 -0.1 -0.1 0.1 0.0374
H -3.970299 2.627740 -0.089377 0.0 0.0 0.2 0.3885
H -5.733259 1.550300 -1.632327 0.5 0.4 0.0 0.4040
H -6.097919 1.244900 0.043243 0.1 0.1 0.1 0.4075
H -5.352469 0.010840 -0.948297 0.2 0.0 0.1 0.1491
H -1.938569 3.290520 1.183513 0.1 -0.1 0.1 0.3687
H -1.720319 3.031940 2.959983 0.1 -0.3 -0.2 0.3942
H -3.348619 3.051410 2.239963 0.1 -0.1 0.1 0.4591
O 0.349161 4.293140 -2.821267 0.8 -1.0 -1.1 -0.5929
S 0.463731 3.472110 -4.006777 -1.0 -2.0 -1.7 1.1586
O 0.809201 4.037710 -5.328857 -0.4 -1.0 2.8 -0.6208
O 1.351091 2.092030 -3.704347 -0.1 2.2 0.0 -0.1037
C 1.688631 1.220050 -4.796237 1.0 -0.3 -0.4 -0.2103
C 2.348011 -0.002290 -4.171727 -0.4 0.0 -0.2 -0.6536
C -1.105699 2.474350 -4.214347 1.4 1.8 -0.5 -0.8792
H 2.394741 1.649850 -5.506717 0.1 0.7 0.4 0.2863
H 0.848721 0.970490 -5.444597 -0.5 -0.1 0.4 0.3100
H 1.586291 -0.686230 -3.797417 0.2 -0.1 0.2 0.0426
H 3.014861 0.285220 -3.358867 -0.1 0.0 0.0 -0.0351
H 2.960101 -0.497810 -4.925327 -0.1 -0.1 0.0 0.4940
H -0.948259 2.124630 -5.234647 -0.5 -0.1 0.1 0.3976
H -1.839539 3.278950 -4.167637 -0.5 -0.6 0.0 0.4908
H -1.187799 1.655230 -3.499927 0.1 0.5 0.1 0.0027
O 1.174281 -0.473750 1.780423 0.5 0.5 1.0 -0.6132
S 1.665801 -0.528220 3.155253 -1.0 0.1 1.9 0.7736
O 2.394871 -1.695290 3.606823 -0.9 1.4 -0.7 -0.5681
O 2.527841 0.800970 3.476563 -0.1 -0.8 -1.0 -0.0995
C 3.272451 0.866980 4.723683 0.8 -0.8 1.3 -0.2367
C 4.769931 1.064310 4.525493 -0.5 0.9 -1.0 -1.2135
C 0.245291 -0.128190 4.339963 1.0 -0.5 -0.4 -0.9333
H 3.186331 -0.025740 5.343153 -0.7 -0.2 -0.3 0.3772
H 2.868331 1.702510 5.295233 -0.1 0.0 -0.2 0.3545
H 4.771701 1.906740 3.833813 0.8 0.1 -0.1 0.2218
H 5.336741 0.234690 4.102933 -0.5 -0.1 -0.1 0.2777
H 5.282291 1.358790 5.441393 -0.3 0.1 0.1 0.4168
H -0.203109 0.849550 4.163773 0.2 -0.2 -0.6 0.3112
H 0.682061 -0.060360 5.336323 0.3 -0.3 -0.1 0.5013
H -0.492319 -0.929920 4.304363 0.2 0.2 -0.1 0.1756
O -3.541509 -0.354820 -2.862577 1.6 -1.4 0.5 -0.4829
S -2.643999 -1.438250 -2.500667 0.0 -1.9 0.0 1.0244
O -1.730089 -1.267700 -1.347177 -1.9 -0.4 -1.8 -0.7373
O -3.513399 -2.813580 -2.129947 1.8 1.3 0.8 -0.2008
C -4.415689 -3.430380 -3.047637 -2.3 0.8 -0.4 -0.4879
C -5.584339 -2.448700 -3.348927 0.0 -0.6 -1.8 -0.9626
C -1.665219 -2.068340 -3.972547 -0.6 1.8 0.6 -0.7673
H -4.937329 -4.283430 -2.613707 0.7 0.1 1.1 0.3294
H -3.919219 -3.918720 -3.886167 0.2 0.8 -0.4 0.3590
H -6.416209 -2.963370 -3.829757 -0.1 -0.6 0.3 0.4628
H -5.359549 -1.762820 -4.165707 0.4 0.5 0.5 0.2818
H -6.016919 -1.940380 -2.487187 0.5 -0.1 0.1 0.2180
H -2.326359 -2.321620 -4.801297 -0.3 -0.5 0.5 0.4511
H -0.906859 -2.800120 -3.694177 -0.3 0.1 0.2 0.3514
H -1.230289 -1.137660 -4.336927 0.5 0.0 0.2 0.0615
O -2.799319 -2.981390 2.962173 0.9 0.1 -1.1 -0.6942
S -1.548339 -3.075370 2.259413 2.0 -1.3 1.7 0.9235
O -1.086659 -2.091560 1.295693 -1.3 -0.5 1.5 0.4258
O -0.316569 -3.119960 3.432793 -1.1 0.1 -2.8 -0.0968
C -0.492219 -4.032400 4.521173 -0.5 1.1 1.8 -0.4483
C 0.817331 -4.267540 5.275513 -0.2 -0.2 -0.9 -1.1618
C -1.253209 -4.717750 1.489223 0.2 1.1 0.6 -1.1405
H -1.041549 -4.947930 4.301763 0.4 -0.1 -0.6 0.4456
H -1.147319 -3.474740 5.190473 -0.3 -0.3 0.3 0.2651
H 1.255751 -3.367780 5.707143 -0.3 0.1 0.0 0.2259
H 1.566801 -4.669100 4.593493 0.0 -0.2 0.1 0.2989
H 0.581781 -4.979340 6.066683 0.2 0.0 0.0 0.4255
H -0.172469 -4.776170 1.360033 0.0 0.4 -0.4 0.3704
H -1.789219 -4.681350 0.540813 0.0 -0.4 0.2 0.3787
H -1.481759 -5.524490 2.185663 -0.7 0.2 -0.2 0.4138
O 3.125261 0.225440 -0.259607 3.3 2.5 -0.5 -0.3800
S 4.226801 1.171400 -0.605157 -1.0 1.0 0.1 0.8230
O 4.990361 1.039490 -1.831257 -0.7 -0.5 1.0 -0.6214
O 3.562681 2.675520 -0.629397 -0.7 -1.9 0.9 -0.1873
C 4.055101 3.724540 -1.460777 0.9 0.0 -0.7 -0.0955
C 3.280791 4.979450 -1.174037 -0.3 0.5 0.6 -1.2390
C 5.461991 1.464600 0.784773 -1.1 -0.8 -0.3 -1.0888
H 3.936221 3.446620 -2.508027 -0.1 -0.1 0.0 0.1868
H 5.127531 3.811010 -1.286107 0.1 0.3 0.0 0.4039
H 3.602631 5.825610 -1.781107 -0.1 -0.3 -0.6 0.3795
H 3.417081 5.390150 -0.173607 0.1 -0.5 0.3 0.3616
H 2.216701 4.782690 -1.304807 0.1 0.2 -0.2 0.2099
H 5.671051 0.457420 1.145293 0.2 0.1 0.1 0.4617
H 5.017791 2.069040 1.575623 -0.4 -0.2 -0.2 0.1762
H 6.369231 1.976920 0.464543 -0.3 -0.2 -0.6 0.4330
```
Forces are in eV/Å.

As for the spin multiplicity: 1. The largest force on an atom is 4.2 eV/Å. The net charge is +1. The frontier orbital gap comes out at 0.3584 Ha. Its LUMO energy is -2.77 eV. The value obtained for the HOMO energy is -12.5 eV. Its energy above the lowest of the compared OMol25 structures with the same formula, charge and spin is 3.908 eV. Its total energy is -151083.1115 eV. The calculation puts the molar mass at 827.908 g/mol.


# 2
Computed, not measured: 6 unconnected molecules or ions with the total composition C18H48O22P4, with ωB97M-V with the def2-TZVPD basis set.

```
92
Properties=species:S:1:pos:R:3:forces:R:3:mulliken_charge:R:1
C 6.470435 6.176356 1.095796 0.3 0.1 0.3 -0.6619
O 5.549075 5.138926 0.907746 -3.0 -2.1 1.1 -0.3112
P 4.625145 4.481126 2.143296 2.4 -0.2 -0.2 0.7892
O 5.470585 4.205796 3.380596 -2.6 0.6 -2.7 -0.6891
O 3.411625 5.542286 2.222036 1.3 0.3 -0.8 -0.2439
C 2.364145 5.433256 3.177696 1.0 -1.7 0.9 -0.6796
O 3.945835 3.147476 1.460206 1.5 1.7 0.7 -0.1148
C 3.352165 3.242216 0.161036 -1.1 0.3 -0.5 -0.3668
H 6.434365 6.474766 2.143526 0.6 0.2 -0.1 0.3160
H 6.225465 7.020576 0.451276 -0.2 0.0 0.0 0.2447
H 7.424245 5.760416 0.771236 0.3 0.4 0.4 0.2320
H 2.839075 4.904076 4.003836 -0.5 0.0 0.5 0.3343
H 1.634855 4.741706 2.755816 -0.6 0.6 0.2 0.2400
H 2.030255 6.387326 3.585586 -0.1 0.0 -0.8 0.2524
H 3.985575 2.969276 -0.682994 0.4 -0.3 0.5 0.2582
H 2.985135 4.243996 -0.062184 0.1 0.2 0.3 0.4201
H 2.472205 2.599096 0.173796 0.2 -0.2 -0.1 -0.0190
C -5.825805 -0.093584 -3.589104 -0.5 -0.1 1.2 -0.5167
O -5.763455 0.291096 -4.942924 1.1 0.9 -1.6 -0.3668
P -4.425475 0.994266 -5.572344 0.0 -0.3 -0.3 0.8643
O -4.498235 1.533416 -6.955474 -0.6 -0.9 1.7 -0.7245
O -3.308785 -0.149614 -5.380084 -1.0 1.0 0.5 -0.0502
C -3.279585 -1.294254 -6.226534 1.7 -0.3 0.0 -0.7948
O -3.984595 2.059746 -4.460434 -0.6 -0.4 0.1 -0.1308
C -4.979775 2.905706 -3.847994 -0.1 1.0 0.2 -0.8009
H -6.674365 0.434476 -3.154124 -0.1 -0.1 0.0 0.3329
H -4.970835 0.147936 -2.957604 0.4 0.1 -0.4 0.0991
H -6.004795 -1.163204 -3.479674 0.0 0.0 -0.4 0.3043
H -2.935555 -2.128534 -5.615214 -0.6 -0.1 0.3 0.2510
H -2.402425 -1.135834 -6.853904 -0.4 0.0 -0.7 0.2925
H -4.172895 -1.567374 -6.788234 -0.1 0.5 0.2 0.3542
H -4.540195 3.888636 -3.678554 0.3 -0.1 -0.4 0.2987
H -5.325005 2.623956 -2.853244 0.4 -0.9 0.0 0.2458
H -5.889885 3.059206 -4.427854 0.2 -0.3 -0.5 0.3894
C 3.302935 -4.926834 1.943346 0.4 -0.7 -0.9 -0.7418
O 1.889955 -5.026474 1.899786 -1.9 1.9 1.0 -0.3338
P 0.978105 -3.872004 2.629916 0.7 -0.1 -0.7 1.1617
O 1.461865 -2.452814 2.519936 -0.3 -2.4 0.7 -0.5245
O 0.782805 -4.550984 4.099346 -1.9 1.4 -1.9 -0.4070
C 1.791255 -4.953764 4.965666 0.9 -0.6 0.2 -0.6038
O -0.415105 -4.082994 1.860926 3.3 -1.2 0.6 -0.3511
C -1.651035 -3.703464 2.388236 -0.3 0.0 -0.2 -0.5356
H 3.567435 -4.967474 0.886706 0.6 0.1 0.2 0.2481
H 3.647735 -5.833754 2.440066 0.3 0.2 0.1 0.3061
H 3.731675 -4.035414 2.401226 -0.4 0.1 0.1 0.3520
H 1.376615 -5.108234 5.961826 0.0 0.7 0.0 0.2574
H 2.611175 -4.238184 4.904266 0.1 -0.1 0.6 0.3004
H 2.138265 -5.952684 4.701396 0.3 0.0 -0.4 0.2400
H -1.767675 -2.705274 1.966226 -1.0 0.0 0.5 0.1133
H -1.649855 -3.751484 3.477186 -0.2 0.3 0.0 0.3335
H -2.300385 -4.478284 1.980686 -0.6 0.6 0.2 0.2365
C 1.624285 -2.846004 -1.518274 0.6 -0.1 -0.6 -0.3350
O 2.831275 -2.282564 -0.940064 -0.5 1.2 -0.8 -0.1258
P 3.504495 -0.918634 -1.539244 0.3 -0.7 0.8 1.0733
O 2.730895 0.341656 -1.445194 0.5 -1.3 -0.6 -0.4522
O 4.831985 -0.925314 -0.630944 -1.1 0.0 -3.5 -0.4481
C 4.824995 -0.865294 0.744976 0.1 0.0 2.0 -0.5754
O 4.036735 -1.381334 -3.007904 -0.2 0.6 1.0 -0.4057
C 3.210885 -1.411094 -4.180644 -0.7 -0.7 -0.4 -0.4101
H 0.964895 -3.143694 -0.702984 0.1 -0.2 -0.2 0.0850
H 1.934565 -3.652454 -2.182694 0.0 -0.6 0.6 0.3360
H 1.088515 -2.228654 -2.239324 0.0 0.9 0.6 -0.0398
H 5.352385 0.033286 1.065156 0.3 -0.2 0.0 0.2999
H 5.294195 -1.791034 1.078056 0.3 0.2 0.4 0.2590
H 3.863255 -0.816994 1.255676 -0.4 -0.1 -0.5 0.1690
H 3.157395 -2.415624 -4.600344 0.6 -0.4 0.3 0.2970
H 3.581135 -0.807274 -5.009144 0.2 0.5 0.6 0.3081
H 2.152105 -1.228344 -3.997114 0.1 0.7 0.3 -0.0355
C 0.335895 -0.190934 0.584276 0.6 -0.5 -0.2 0.5444
O -1.003695 0.119416 0.128326 -0.4 0.4 0.4 -0.2516
C -1.342425 0.314786 -1.135944 0.2 0.2 -1.8 0.6115
O -2.492755 0.502466 -1.527504 2.4 -0.4 0.9 -0.6035
O -0.201495 0.267766 -1.940784 -0.9 0.0 0.7 -0.1483
C -0.376895 0.470856 -3.336464 -1.3 0.1 -0.9 -0.9827
H 1.150055 0.349336 0.101216 -0.5 0.1 -0.4 -0.2910
H 0.498735 -1.257444 0.428856 0.0 0.1 0.0 -0.3358
H 0.438055 -0.002624 1.653016 -0.7 0.0 -0.1 0.3282
H -1.002775 1.342696 -3.526924 -0.1 0.0 0.1 0.3419
H -0.877045 -0.376834 -3.804824 -0.3 -0.1 0.2 0.3887
H 0.519875 0.605886 -3.941164 0.6 0.1 1.1 0.3211
C -6.639075 0.275046 5.703056 -0.4 2.1 2.1 -0.7411
O -5.948415 -0.179504 4.601206 0.7 -0.9 -1.0 -0.3094
C -4.973265 0.538526 3.989506 -0.5 2.3 1.1 0.7670
O -4.522065 1.612246 4.384566 -0.7 -2.1 -0.7 -0.5863
O -4.715275 -0.093534 2.867546 0.0 -0.3 -0.6 -0.2907
C -3.901605 0.499646 1.846756 0.4 0.1 -0.4 -0.3192
H -7.534745 0.857876 5.488136 -0.4 -0.5 -0.8 0.2934
H -6.122765 1.038616 6.284856 0.8 -0.1 -0.1 0.3263
H -6.902355 -0.476414 6.447426 0.2 -0.6 -0.7 0.2821
H -3.020785 -0.130854 1.725436 0.2 0.4 0.3 -0.0205
H -3.694335 1.554776 2.025196 0.3 -0.3 0.4 0.3515
H -4.389085 0.462966 0.872536 -0.5 -0.3 0.3 0.2246
```
Forces are in eV/Å.

As for the spin multiplicity: 1. The largest force on an atom is 3.8 eV/Å. The frontier orbital gap comes out at 0.3948 Ha. Its LUMO energy is 0.32 eV. The value obtained for the HOMO energy is -10.4 eV. Its energy above the lowest of the compared OMol25 structures with the same formula, charge and spin is 1.059 eV. Its total energy is -101650.8550 eV. The calculation puts the molar mass at 740.456 g/mol. Its SMILES is COP(=O)(OC)OC.COP(=O)(OC)OC.COP(=O)(OC)OC.COP(=O)(OC)OC.COC(=O)OC.COC(=O)OC.


Question: The highest LUMO belongs to which entry?
Answer: C18H48O22P4


Question: Look up the total energy of the first one.
Answer: -151083.1115 eV